{"formula": "C81H180N10O3", "method": "ωB97M-V/def2-TZVPD", "species": ["N", "O", "O", "O", "C", "C", "C", "C", "N", "C", "C", "C", "C", "C", "H", "H", "H", "H", "H", "H", "H", "H", "H", "H", "H", "H", "H", "H", "H", "H", "H", "H", "H", "H", "C", "C", "C", "C", "N", "C", "C", "C", "C", "C", "H", "H", "H", "H", "H", "H", "H", "H", "H", "H", "H", "H", "H", "H", "H", "H", "H", "H", "H", "H", "C", "C", "C", "C", "N", "C", "C", "C", "C", "C", "H", "H", "H", "H", "H", "H", "H", "H", "H", "H", "H", "H", "H", "H", "H", "H", "H", "H", "H", "H", "C", "C", "C", "C", "N", "C", "C", "C", "C", "C", "H", "H", "H", "H", "H", "H", "H", "H", "H", "H", "H", "H", "H", "H", "H", "H", "H", "H", "H", "H", "C", "C", "C", "C", "N", "C", "C", "C", "C", "C", "H", "H", "H", "H", "H", "H", "H", "H", "H", "H", "H", "H", "H", "H", "H", "H", "H", "H", "H", "H", "C", "C", "C", "C", "N", "C", "C", "C", "C", "C", "H", "H", "H", "H", "H", "H", "H", "H", "H", "H", "H", "H", "H", "H", "H", "H", "H", "H", "H", "H", "C", "C", "C", "C", "N", "C", "C", "C", "C", "C", "H", "H", "H", "H", "H", "H", "H", "H", "H", "H", "H", "H", "H", "H", "H", "H", "H", "H", "H", "H", "C", "C", "C", "C", "N", "C", "C", "C", "C", "C", "H", "H", "H", "H", "H", "H", "H", "H", "H", "H", "H", "H", "H", "H", "H", "H", "H", "H", "H", "H", "C", "C", "C", "C", "N", "C", "C", "C", "C", "C", "H", "H", "H", "H", "H", "H", "H", "H", "H", "H", "H", "H", "H", "H", "H", "H", "H", "H", "H", "H"], "coordinates": [[-0.5883, -1.0489, -0.0946], [0.2120, -1.9694, 0.1144], [-1.7379, -1.3279, -0.3399], [-0.2417, 0.1408, 0.0580], [2.5864, -6.9148, 6.6484], [2.5767, -5.4098, 6.3865], [2.4161, -4.9503, 4.9367], [2.3325, -3.3627, 4.9822], [1.8968, -2.7359, 3.5973], [2.9020, -2.7441, 2.4589], [3.9375, -1.6974, 2.8893], [3.1884, -0.7448, 3.7591], [1.7461, -1.2233, 3.8239], [0.4760, -3.2940, 3.1657], [1.6464, -7.4263, 6.4415], [2.8450, -7.2186, 7.6627], [3.2791, -7.5129, 6.0562], [3.5468, -5.1136, 6.7855], [1.7771, -4.9121, 6.9352], [1.5575, -5.3985, 4.4367], [3.3367, -5.1482, 4.3876], [3.2711, -2.8600, 5.2151], [1.6443, -2.9816, 5.7367], [2.3699, -2.3860, 1.5775], [3.3004, -3.7558, 2.3827], [4.2160, -1.1274, 2.0029], [4.8378, -2.0981, 3.3551], [3.2737, 0.2921, 3.4339], [3.6003, -0.7337, 4.7682], [1.1687, -0.8440, 2.9808], [1.3038, -1.1067, 4.8133], [-0.2245, -3.4415, 3.9877], [0.6940, -4.2788, 2.7524], [-0.0476, -2.6134, 2.4943], [-4.6060, 3.7250, -1.5858], [-4.8638, 4.8615, -0.6113], [-5.0820, 6.2218, -1.3083], [-4.7109, 7.3898, -0.4562], [-4.6870, 8.8709, -0.9602], [-6.0474, 9.5408, -1.1218], [-5.8905, 10.5613, -2.1926], [-4.5227, 10.4797, -2.8318], [-4.1291, 9.0959, -2.4068], [-3.8399, 9.6816, 0.0863], [-4.1203, 2.8579, -1.1381], [-3.9283, 3.9732, -2.4026], [-5.5108, 3.3036, -2.0238], [-4.0654, 4.9739, 0.1222], [-5.6949, 4.7916, 0.0905], [-6.0879, 6.3027, -1.7203], [-4.5833, 6.2545, -2.2770], [-3.6631, 7.1612, -0.2613], [-5.0696, 7.3477, 0.5722], [-6.3550, 9.9733, -0.1697], [-6.7170, 8.7683, -1.5000], [-5.9763, 11.5463, -1.7337], [-6.7102, 10.3933, -2.8912], [-3.7626, 11.1560, -2.4407], [-4.5875, 10.4920, -3.9198], [-3.0750, 8.8436, -2.2914], [-4.5546, 8.3664, -3.0958], [-2.7823, 9.4259, 0.1505], [-4.2759, 9.4052, 1.0463], [-3.9819, 10.7536, -0.0508], [2.8038, -0.7977, -1.1509], [4.0868, -0.0092, -1.3467], [4.8470, -0.4385, -2.6209], [4.1772, -0.1218, -4.0621], [5.1489, -0.2884, -5.2022], [6.5602, 0.4217, -5.1163], [7.0113, 0.7372, -6.5448], [5.6711, 1.0232, -7.2660], [4.5718, 0.2286, -6.5486], [5.3336, -1.7898, -5.4424], [2.9280, -1.7959, -0.7312], [2.2619, -0.7831, -2.0966], [2.1117, -0.2828, -0.4847], [4.7121, -0.2842, -0.4973], [4.0930, 1.0798, -1.3926], [5.0049, -1.5060, -2.4673], [5.8708, -0.0665, -2.5820], [4.0041, 0.9531, -4.0105], [3.2116, -0.6023, -4.2200], [7.2136, -0.2518, -4.5617], [6.4832, 1.2863, -4.4572], [7.5009, -0.1697, -6.8994], [7.7198, 1.5655, -6.5385], [5.8018, 0.6637, -8.2867], [5.4995, 2.0995, -7.2495], [4.1539, -0.5358, -7.2036], [3.7567, 0.9216, -6.3401], [5.8895, -1.9649, -6.3635], [4.3637, -2.2787, -5.5343], [5.8785, -2.2892, -4.6413], [-5.1053, -3.4711, 4.5533], [-4.8299, -2.4412, 3.5704], [-3.9809, -1.2733, 4.0449], [-3.8546, -0.2169, 2.8600], [-2.8323, 0.9188, 3.1795], [-3.3804, 1.7205, 4.4338], [-2.9131, 3.1435, 4.3080], [-2.9968, 3.3720, 2.7551], [-2.7899, 1.9954, 2.0916], [-1.4380, 0.3222, 3.2733], [-4.1838, -4.0368, 4.6907], [-5.8919, -4.1341, 4.1930], [-5.5349, -3.0516, 5.4629], [-5.7138, -2.0069, 3.1031], [-4.3283, -2.8854, 2.7106], [-3.0454, -1.6673, 4.4419], [-4.5606, -0.7949, 4.8342], [-4.8227, 0.1582, 2.5279], [-3.3859, -0.6573, 1.9799], [-2.9435, 1.1380, 5.2449], [-4.4689, 1.6829, 4.4765], [-1.9713, 3.3345, 4.8224], [-3.5900, 3.8382, 4.8053], [-2.3694, 4.1215, 2.2725], [-3.9652, 3.7137, 2.3895], [-1.8911, 1.9258, 1.4790], [-3.6924, 1.8687, 1.4936], [-1.2784, -0.2543, 4.1845], [-0.7531, 1.1542, 3.1094], [-1.2398, -0.4185, 2.4986], [9.5407, -1.5967, 3.8986], [10.3912, -1.6181, 2.6414], [9.9693, -2.8190, 1.7776], [8.5014, -2.7094, 1.2184], [7.9587, -3.8770, 0.3057], [6.6239, -3.4651, -0.4414], [5.4601, -3.6945, 0.5873], [6.0427, -4.7167, 1.6088], [7.4757, -5.1050, 1.1797], [9.0755, -4.2987, -0.7708], [9.9869, -0.9663, 4.6678], [9.4805, -2.6111, 4.2929], [8.5353, -1.2295, 3.6924], [11.4546, -1.5810, 2.8776], [10.2033, -0.7060, 2.0750], [10.1143, -3.6738, 2.4382], [10.6519, -2.8622, 0.9289], [8.4083, -1.8899, 0.5057], [7.7208, -2.6121, 1.9730], [6.5493, -4.1946, -1.2478], [6.7683, -2.5001, -0.9273], [4.5180, -3.9710, 0.1139], [5.2207, -2.7326, 1.0406], [5.3438, -5.5265, 1.8182], [6.2740, -4.2041, 2.5425], [7.4335, -6.0220, 0.5920], [8.2431, -5.2237, 1.9446], [9.9553, -4.7881, -0.3531], [9.2994, -3.4179, -1.3726], [8.6009, -4.9966, -1.4606], [-11.8693, -5.0779, -2.3054], [-10.9501, -5.1646, -1.1443], [-9.5173, -5.3406, -1.5727], [-8.3958, -5.1077, -0.4895], [-7.7096, -3.6255, -0.4977], [-7.1630, -3.2297, -1.8411], [-6.0359, -2.2076, -1.5673], [-5.5235, -2.5704, -0.1175], [-6.4843, -3.5777, 0.5348], [-8.7333, -2.5709, -0.1843], [-11.7562, -4.1379, -2.8454], [-12.9035, -5.1490, -1.9687], [-11.7266, -5.9210, -2.9813], [-11.2875, -6.0590, -0.6204], [-11.2054, -4.4000, -0.4105], [-9.3340, -4.7549, -2.4734], [-9.2812, -6.3457, -1.9222], [-7.5488, -5.7476, -0.7370], [-8.7757, -5.2018, 0.5278], [-7.9393, -2.8115, -2.4818], [-6.8378, -4.1211, -2.3775], [-6.3633, -1.1703, -1.6383], [-5.3236, -2.2885, -2.3884], [-5.2215, -1.6807, 0.4350], [-4.5206, -2.9738, -0.2576], [-6.8868, -3.1714, 1.4627], [-6.0761, -4.5680, 0.7365], [-9.5356, -2.5419, -0.9215], [-8.2181, -1.6129, -0.1135], [-9.1865, -2.9223, 0.7426], [-2.2778, -5.9413, 1.4489], [-2.7696, -5.8778, -0.0192], [-1.7236, -5.2300, -1.0000], [-0.4728, -6.0873, -1.3296], [0.5238, -5.4506, -2.3583], [1.7461, -6.3493, -2.5991], [2.8295, -5.3666, -3.1450], [2.5444, -4.0678, -2.4988], [1.1743, -4.1677, -1.8180], [-0.2646, -4.9868, -3.6018], [-2.0665, -4.9530, 1.8572], [-1.3683, -6.5168, 1.6217], [-3.0120, -6.4202, 2.0967], [-3.7212, -5.3473, 0.0155], [-2.9432, -6.8126, -0.5523], [-1.3789, -4.2576, -0.6483], [-2.3000, -5.0319, -1.9036], [-0.6995, -6.9983, -1.8835], [0.0552, -6.2532, -0.3905], [1.3854, -7.0283, -3.3717], [2.0670, -6.7690, -1.6457], [2.8615, -5.2529, -4.2286], [3.7914, -5.8240, -2.9136], [2.4323, -3.2586, -3.2204], [3.3204, -3.8548, -1.7636], [0.5109, -3.3321, -2.0410], [1.3445, -4.2843, -0.7477], [-0.8403, -4.0711, -3.4668], [-0.8554, -5.8589, -3.8820], [0.5125, -4.7543, -4.3298], [3.0274, 7.8413, 5.7744], [1.7728, 7.0743, 5.3724], [1.6861, 6.6571, 3.8836], [2.7288, 5.5904, 3.5660], [2.4488, 4.8725, 2.2163], [0.9873, 4.3833, 2.0078], [1.1065, 2.9719, 1.3372], [2.6000, 2.7151, 1.1040], [3.2401, 3.5050, 2.2090], [2.7669, 5.7942, 1.0293], [3.9724, 7.2992, 5.8101], [2.9323, 8.4713, 6.6588], [3.2709, 8.5283, 4.9639], [0.9825, 7.7590, 5.6800], [1.6601, 6.2417, 6.0667], [1.7073, 7.4732, 3.1613], [0.6636, 6.2837, 3.8273], [2.7347, 4.8771, 4.3902], [3.7019, 6.0810, 3.5872], [0.4393, 5.1190, 1.4192], [0.4299, 4.2423, 2.9339], [0.5516, 3.0870, 0.4061], [0.6155, 2.2828, 2.0244], [3.0849, 3.0788, 0.1981], [2.8555, 1.6558, 1.1323], [4.2744, 3.8254, 2.0835], [3.0930, 3.0975, 3.2091], [2.1542, 6.6957, 1.0310], [2.6402, 5.2219, 0.1104], [3.8139, 6.0116, 1.2407], [-1.2469, 6.7864, -2.2139], [-0.7794, 5.2699, -1.8946], [-0.9228, 4.4763, -3.2178], [-0.7852, 2.9228, -2.8681], [-0.7337, 1.9685, -4.0923], [-1.7376, 2.3812, -5.1779], [-2.1864, 1.0952, -5.8908], [-2.1174, -0.0552, -4.8488], [-1.1226, 0.5082, -3.7678], [0.6541, 2.0032, -4.6268], [-0.6318, 7.2806, -2.9659], [-1.2615, 7.3630, -1.2890], [-2.2365, 6.9355, -2.6458], [-1.4971, 4.8708, -1.1779], [0.2633, 5.2934, -1.5778], [0.0095, 4.7023, -3.7352], [-1.7387, 4.8112, -3.8584], [-1.6655, 2.5505, -2.3442], [0.0475, 2.6682, -2.2125], [-1.2049, 3.1424, -5.7479], [-2.5509, 2.8014, -4.5862], [-1.4061, 0.8676, -6.6171], [-3.1636, 1.2292, -6.3548], [-1.7722, -0.9748, -5.3213], [-3.0989, -0.3153, -4.4523], [-0.2408, -0.0461, -3.4463], [-1.7724, 0.4773, -2.8932], [1.2519, 1.8041, -3.7373], [0.8685, 2.9340, -5.1519], [0.8014, 1.1838, -5.3304]], "charge": 8, "largest_force_ha_per_bohr": 0.066, "total_energy_ha": -3963.92250, "multiplicity": 1, "homo_lumo_gap_ev": 8.22, "homo_energy_ha": -0.7978}